A molecular structure, C24H45F3NO20Ti. Source: the OMol25 dataset; level of theory: ωB97M-V/def2-TZVPD.

```
94
Properties=species:S:1:pos:R:3:forces:R:3:lowdin_charge:R:1
Ti 23.463420 24.201590 17.426080 -0.5585 1.0328 -0.6296 0.7273
N 22.952020 25.818970 14.999590 -0.0594 1.6658 -1.4003 -0.6208
O 23.843570 26.189770 15.790850 0.7785 0.0970 1.2629 -0.0890
O 22.454040 24.722580 15.155920 -0.9329 -2.5682 1.0159 -0.0629
O 22.588790 26.534600 14.059320 0.3200 0.1920 0.2012 0.0108
C 26.651520 24.167220 12.775880 0.4593 0.7903 0.5667 -0.0433
C 25.752640 24.014640 14.013360 -1.5448 -0.0714 -1.6797 -0.2012
O 26.504900 23.611990 15.136680 0.2249 -0.5281 1.2247 0.0388
C 25.978970 22.917780 16.171430 0.7462 0.4103 -1.6031 -0.5294
O 24.795520 22.730920 16.413080 1.3988 -0.0842 0.0090 0.0313
O 27.061910 22.449810 16.802370 -1.2973 0.3969 0.7011 0.0075
C 26.927710 21.917800 18.132550 0.6315 -0.1523 0.2586 -0.0154
H 26.181180 24.521850 11.858760 -0.9341 -0.7526 0.0889 0.0780
H 27.212160 23.246720 12.613230 0.0002 0.1429 -0.1688 0.0801
H 27.326410 25.019950 12.849930 0.5627 -0.2187 0.7501 0.0725
H 25.016840 23.244470 13.781970 -0.0625 -0.2158 0.1504 0.1297
H 25.148990 24.896300 14.228710 0.4267 0.2197 0.1440 0.1012
H 25.930490 21.888710 18.571650 -0.2371 -0.2640 -0.7640 0.0937
H 27.488030 22.544000 18.826820 0.2773 0.1507 -0.2661 0.0907
H 27.435060 20.956480 18.051510 -0.4200 -0.1143 0.4459 0.1007
C 25.341530 28.282230 12.255910 -0.1297 -1.2028 -0.3366 -0.0513
C 24.051710 27.844760 11.522360 1.7413 0.4235 0.5182 -0.1832
O 24.090510 28.353440 10.183050 -0.0963 -0.1433 -0.1113 0.0196
C 24.834560 27.781060 9.215180 -0.1421 -0.4291 0.8321 -0.5891
O 25.606030 26.839100 9.270970 -0.9800 0.9709 0.2057 0.1084
O 24.513610 28.486820 8.142900 -0.1428 0.0582 -1.4751 -0.0075
C 24.890710 27.957670 6.851710 0.5816 0.0584 0.6141 -0.0227
H 25.444630 27.687320 13.163400 -0.3164 0.3607 0.4341 0.0680
H 25.301020 29.354110 12.449680 0.2367 -0.1338 0.0665 0.0725
H 26.233970 27.992280 11.701310 -0.0253 0.3474 -0.3437 0.0699
H 23.281610 28.375960 12.081720 -0.5564 -0.4206 -0.7658 0.0981
H 23.895240 26.766470 11.492520 -0.0378 0.1147 0.1976 0.1214
H 24.613830 28.693710 6.096930 -0.0825 -0.0253 0.2938 0.0921
H 24.397260 27.004570 6.661430 -0.0267 0.0605 0.0822 0.0968
H 25.971630 27.817330 6.855470 -0.0394 -0.1154 -0.2138 0.0915
C 22.378860 19.020230 21.098370 -0.1273 -0.2338 -0.8750 -0.0615
C 22.178720 20.377670 20.456590 -0.0250 1.5294 1.4243 -0.2258
O 21.491980 20.306750 19.194150 0.7257 0.5664 -0.9352 0.0381
C 21.650340 21.297740 18.272240 0.4162 1.3723 0.1957 -0.4623
O 22.294810 22.369720 18.420840 -1.4605 -3.1467 -0.3998 -0.0265
O 20.918510 20.914010 17.196840 0.1461 0.1690 0.6479 0.0123
C 20.622050 21.882560 16.184220 0.6946 1.8609 -0.4897 -0.0375
H 22.719840 18.968570 22.132370 0.1824 0.8898 -0.0493 0.0807
H 23.173220 18.602020 20.480140 -0.3328 -0.9525 0.1310 0.0802
H 21.447170 18.455360 21.129510 0.1419 -0.2453 -0.5532 0.0814
H 23.144090 20.880740 20.401120 0.0473 -0.0108 -0.6347 0.1164
H 21.593930 21.047590 21.086920 -0.2669 -0.0577 0.0711 0.1244
H 19.813500 21.719890 15.471560 -0.3256 -1.4155 0.7430 0.0976
H 21.468060 22.055350 15.519000 0.3956 -0.0363 0.3637 0.0903
H 20.352250 22.839940 16.630010 0.3077 0.0123 0.2569 0.0925
C 24.180840 26.615020 22.740210 -0.1190 0.5288 0.1885 -0.0649
C 24.552750 25.654280 21.653620 -0.8671 -0.2787 -0.9466 -0.2070
O 25.621550 26.213810 20.848120 0.6139 -0.4186 -0.5835 0.0515
C 25.799840 25.739660 19.604150 -0.9367 -0.5728 -0.7757 -0.5447
O 25.123110 24.870850 19.045740 0.3095 0.4467 0.8536 0.0078
O 26.782420 26.376310 18.999820 0.4269 0.1311 0.6227 0.0232
C 27.217990 26.016190 17.662950 0.6795 0.2733 0.5164 0.0187
H 23.528710 27.358880 22.282510 0.2763 0.3902 0.2584 0.0832
H 25.042070 27.078950 23.221000 -0.0096 0.0433 -0.1279 0.0847
H 23.584150 26.151920 23.526090 0.0802 -0.3057 -0.1189 0.0828
H 23.696130 25.596810 20.982060 -0.0515 -0.4187 0.0151 0.1149
H 24.760260 24.643740 22.005550 0.5369 0.0925 -0.1111 0.1284
H 27.444920 24.955560 17.554950 -0.9786 -0.1470 -0.0611 0.0856
H 28.225170 26.426350 17.589140 -0.2119 0.5390 0.0576 0.0994
H 26.565990 26.501460 16.936650 -0.0657 -0.5761 -0.0734 0.1066
C 17.559120 28.068320 8.580890 -0.7417 -0.2544 0.2023 -0.0650
C 17.449620 26.648990 9.183180 0.5112 1.3108 -0.7662 -0.1703
O 18.391400 26.637080 10.276290 -1.2854 2.6194 -1.7497 0.0604
C 18.481580 25.610070 11.010300 0.8109 -4.7856 0.1362 -0.6201
O 17.949720 24.505630 10.799960 0.4861 2.2575 0.9994 0.0838
O 19.467990 25.858090 11.879050 -0.4346 0.2030 0.4272 0.0182
C 19.667660 24.956240 12.937580 0.2753 -1.5125 0.8189 -0.0677
H 18.593730 28.347320 8.381260 -0.1023 -0.1902 -0.1847 0.0796
H 17.114940 28.863580 9.179530 0.1692 -0.2350 0.5710 0.0718
H 16.935190 28.111210 7.688160 0.3595 -0.2016 -0.3810 0.0719
H 17.764140 25.947990 8.410010 0.0664 -0.2735 0.2817 0.1247
H 16.426420 26.411890 9.474630 0.2187 -0.0684 0.3812 0.1276
H 18.802620 24.328370 13.151050 -0.5017 0.5890 0.0598 0.0899
H 20.037370 25.478870 13.819780 -0.2490 0.2194 -0.2485 0.0805
H 20.403180 24.179450 12.728510 0.4766 0.3384 -0.5400 0.0924
C 22.648450 30.122390 15.930810 -0.1089 0.2783 0.2133 -0.0461
C 22.907740 30.038620 14.440440 1.9373 -1.3031 0.7174 -0.2391
O 22.295950 31.105990 13.745060 -0.0542 2.0930 -0.5902 0.0211
C 23.009140 32.268710 13.586600 2.7599 -2.8342 0.3937 -0.2950
O 24.222850 32.336630 13.815490 -3.4132 0.6560 -0.5585 0.1238
C 22.171730 33.420890 12.971970 0.0449 -1.5557 -0.4924 -0.5409
F 22.739040 33.792890 11.806270 -0.6345 -0.1245 0.4946 0.1615
F 20.872520 33.066050 12.766970 1.2732 0.5496 0.0134 0.1481
F 22.235590 34.409100 13.821130 -0.3447 1.1912 0.4540 0.1976
H 23.312220 30.856590 16.387400 -0.1657 0.3947 -0.1348 0.0772
H 22.891420 29.215430 16.484440 -0.2481 -0.3297 -0.4320 0.0741
H 21.611600 30.411750 16.102030 -0.0057 -0.1243 0.2133 0.0827
H 22.704950 29.064970 13.994380 -1.2260 0.2736 -0.0192 0.0968
H 23.990590 30.016780 14.317760 0.1604 0.7373 -0.1972 0.1051
```
Forces are in eV/Å.

Multiplicity: 4
Electronic energy: -99319.599 eV
HOMO level (spin up / spin down): -4.587 / -9.403 eV
E_LUMO (spin up / spin down): 0.1 / 0.0 eV
<S²>: 3.752
Charge: 0